# 1
Entry from the OMol25 dataset: one molecule with the formula C7H9ClN2O2S in a non-equilibrium geometry (ωB97M-V with the def2-TZVPD basis set).

CARTESIAN COORDINATES (ANGSTROEM)
C 2.09699 -2.11629 -0.34818
C 0.65050 -2.34042 -0.30959
S -0.29153 -1.28264 0.85401
C -0.89273 0.10412 -0.10546
N -1.94321 -0.54591 -1.04575
O -3.07018 -0.56260 -0.66534
O -1.49764 -1.14346 -1.97745
C -1.67150 0.91831 0.87967
C -1.20307 2.08598 1.23954
C 0.17121 2.56764 0.73757
Cl 1.46467 2.65477 1.91457
C 0.57129 1.75446 -0.52104
N 0.05395 0.67632 -0.87735
H 2.53548 -1.08099 -0.54748
H 2.61015 -2.40848 0.67182
H 2.70849 -2.83273 -0.96599
H 0.55698 -3.42788 -0.09778
H 0.14709 -2.10064 -1.26574
H -2.60933 0.64623 1.17467
H -1.78987 2.64728 1.94890
H -0.03130 3.56005 0.26417
H 1.43356 2.22687 -0.95777

Forces on atoms 1 to 2 (eV/Å):
4.87 0.36 1.83
-1.20 -0.17 -1.09

2S+1: 1
HOMO energy (eV): -9.4143
ΔE to the lowest compared entry with this formula, charge and spin (kcal per mole): 72.4
Gap between HOMO and LUMO (eV): 9.6
LUMO level (eV): 0.19
Max |F| (Eh/bohr): 0.101
Total energy (hartree): -1390.33732

Atom charges from the natural (NBO) analysis, given in e for atoms 1 to 2: -0.6325, -0.5619

# 2
Entry from the OMol25 dataset: C16H24O16Rb3S as an isolated structure in a non-equilibrium geometry (ωB97M-V with the def2-TZVPD basis set).

CARTESIAN COORDINATES (ANGSTROEM)
Rb 3.37961 -3.21888 3.52337
Rb 3.90913 -3.74649 -0.18690
Rb -0.28721 -4.00256 1.60162
S 1.27298 -1.03350 1.00028
O 1.39970 0.40428 1.17922
O 2.35190 -1.51880 0.08661
O 1.39404 -1.74076 2.33484
O -0.06759 -1.38525 0.48739
C -3.52521 -1.92542 -2.04596
C -2.16842 -1.29475 -2.24548
C -1.05516 -2.29645 -2.64194
O -0.48745 -1.78050 -3.82042
C -1.26559 -0.75041 -4.29227
O -1.10864 -0.24665 -5.34474
O -2.21253 -0.42749 -3.38542
H -3.53174 -2.60349 -1.19137
H -3.79822 -2.49217 -2.93814
H -4.26976 -1.14520 -1.89563
H -1.85485 -0.72109 -1.37079
H -1.50450 -3.28105 -2.82778
H -0.34117 -2.40852 -1.83006
C 4.09055 -0.25346 -2.55526
C 2.62218 -0.36244 -2.89073
C 1.71381 0.70867 -2.27656
O 1.29041 1.49243 -3.38468
C 1.74056 0.96115 -4.54922
O 1.53387 1.40632 -5.61848
O 2.50351 -0.13491 -4.30416
H 4.67403 -0.91577 -3.19953
H 4.33394 -0.53970 -1.52821
H 4.44202 0.76952 -2.69106
H 2.23884 -1.36196 -2.68280
H 2.20798 1.33920 -1.54016
H 0.85140 0.24380 -1.79485
C -1.35283 -1.14990 4.28884
C -0.09723 -0.57414 4.89411
C 0.25168 0.82928 4.36952
O 0.63299 1.53516 5.54673
C 0.27983 0.83958 6.64604
O 0.43189 1.20230 7.76239
O -0.25622 -0.36054 6.29435
H -1.56425 -2.14593 4.68747
H -1.15421 -1.22798 3.22066
H -2.21051 -0.49904 4.44447
H 0.75213 -1.24075 4.69730
H -0.60305 1.29612 3.87253
H 1.08047 0.84527 3.66521
C -1.50919 2.52082 -1.56779
C -1.08478 2.13520 -0.16508
C -0.31988 3.20934 0.60386
O -1.20338 3.56317 1.67405
C -2.28954 2.76938 1.67367
O -3.15744 2.81416 2.48284
O -2.25104 1.90154 0.63706
H -1.95826 1.68108 -2.08934
H -0.65515 2.92966 -2.11131
H -2.23054 3.34278 -1.52517
H -0.53349 1.19874 -0.22580
H -0.05006 4.07202 -0.00022
H 0.57966 2.77500 1.04287

Forces on atoms 1 to 2 (eV/Å):
-0.18 0.73 0.45
-0.04 0.58 -0.70

2S+1: 1
HOMO energy (eV): -12.0463
ΔE to the lowest compared entry with this formula, charge and spin (kcal per mole): 0.0
Gap between HOMO and LUMO (eV): 6.4
Net charge: +1
LUMO level (eV): -5.63
Max |F| (Eh/bohr): 0.035
Total energy (hartree): -2298.28789

Atom charges from the Mulliken analysis, given in e for atoms 1 to 2: 0.9950, 0.9275

# 3
Entry from the OMol25 dataset: an isolated ion of composition C4H11N2O and charge +1 in a non-equilibrium geometry (ωB97M-V with the def2-TZVPD basis set).

CARTESIAN COORDINATES (ANGSTROEM)
N 0.24076 -0.53078 2.08150
C -0.62760 0.71070 1.93520
C -0.98713 0.74625 0.36818
C -0.38592 -0.34894 -0.43005
N -0.84742 -0.21986 -1.86363
C 1.22663 -0.36631 -0.60998
O 1.73227 0.06361 -1.57528
H -0.21025 -1.18772 2.56489
H 1.10362 -0.52320 2.61451
H -1.64426 0.87015 2.54544
H 0.04265 1.44215 2.28754
H -2.08022 0.66591 0.33685
H -0.60757 1.76850 0.19757
H -0.76834 -1.19634 0.01316
H -1.43645 0.47267 -2.31522
H 0.03754 -0.13119 -2.47019
H -1.39067 -0.94679 -2.26703
H 1.98651 -0.93876 -0.01041

Forces on atoms 1 to 2 (eV/Å):
0.61 2.36 -1.24
-0.67 -2.24 -0.10

2S+1: 1
HOMO energy (eV): -13.5667
ΔE to the lowest compared entry with this formula, charge and spin (kcal per mole): 91.1
Gap between HOMO and LUMO (eV): 10.1
Net charge: +1
LUMO level (eV): -3.47
Max |F| (Eh/bohr): 0.095
Total energy (hartree): -343.41897

Atom charges from the natural (NBO) analysis, given in e for atoms 1 to 2: -0.8752, -0.2083

# 4
Entry from the OMol25 dataset: one molecule with the formula CClIN4 in a non-equilibrium geometry (ωB97M-V with the def2-TZVPD basis set).

CARTESIAN COORDINATES (ANGSTROEM)
C 0.50991 0.95285 -0.20137
N -0.79956 -0.15401 0.26115
N 1.48120 0.20918 -0.25352
N -0.01783 -1.19145 0.35547
N 1.17317 -1.11033 0.11024
Cl 0.02681 2.46591 0.13732
I -2.37370 -1.17215 -0.40929

Forces on atoms 1 to 2 (eV/Å):
-3.60 -2.35 0.57
3.58 1.55 -0.18

2S+1: 1
HOMO energy (eV): -9.6488
ΔE to the lowest compared entry with this formula, charge and spin (kcal per mole): 36.5
Gap between HOMO and LUMO (eV): 8.7
LUMO level (eV): -0.98
Max |F| (Eh/bohr): 0.084
Total energy (hartree): -1014.84530

Atom charges from the natural (NBO) analysis, given in e for atoms 1 to 2: 0.2707, -0.4751

# 5
Entry from the OMol25 dataset: a 2-piece molecular cluster, C6H14N2O2 overall in a non-equilibrium geometry (ωB97M-V with the def2-TZVPD basis set).

CARTESIAN COORDINATES (ANGSTROEM)
C 2.89273 0.63240 1.01215
C -0.46169 2.39940 1.44118
C 1.59484 1.29187 0.64435
O 1.39880 1.49711 -0.56131
N 0.77154 1.55608 1.67875
H 3.16417 0.85197 2.13591
H 0.86451 1.13750 2.55889
H -1.17392 2.02789 2.19164
H 2.88002 -0.47758 1.03852
H 3.72737 1.06324 0.44784
H -0.39895 3.46254 1.80882
H -0.87286 2.30152 0.49845
C -2.52792 -1.94623 -0.00288
C 0.11696 -1.03984 -2.46738
C -1.10512 -1.07270 -1.70630
O -1.87004 -0.09463 -1.66908
N -1.42070 -2.17980 -0.88216
H -0.87013 -3.01585 -0.87297
H -2.21001 -1.04720 0.71273
H 0.44864 -0.03406 -2.71262
H -3.44858 -1.64853 -0.49453
H -2.71254 -2.80916 0.70737
H 1.16389 -1.32249 -2.12776
H 0.04897 -1.53347 -3.37962

Forces on atoms 1 to 2 (eV/Å):
1.20 -0.10 3.36
0.99 -0.40 4.04

2S+1: 2
HOMO energy (spin up / spin down) (eV): 1.0888 / -6.1742
ΔE to the lowest compared entry with this formula, charge and spin (kcal per mole): 51.9
Expectation value of S²: 0.750
Gap between HOMO and LUMO (spin up / spin down) (eV): 2.7 / 9.9
Net charge: -1
LUMO level (spin up / spin down) (eV): 3.78 / 3.70
Max |F| (Eh/bohr): 0.087
Total energy (hartree): -496.94318

Atom charges from the natural (NBO) analysis, given in e for atoms 1 to 2: -0.9181, -0.5112

# 6
Entry from the OMol25 dataset: one molecule with the formula C4H9NO2 (ωB97M-V with the def2-TZVPD basis set).

CARTESIAN COORDINATES (ANGSTROEM)
C -2.04085 -0.59978 -0.37037
C -0.52391 -0.56229 -0.50301
O -0.16471 0.35258 -1.51947
C 0.15515 -0.30106 0.85448
N 1.56858 0.00762 0.70213
C 1.96553 1.24629 0.31385
O 1.26930 2.24578 0.37289
H -2.37860 -1.46890 0.20413
H -2.47657 -0.64868 -1.37225
H -2.41006 0.31081 0.11425
H -0.17000 -1.54098 -0.86026
H 0.30047 1.11454 -1.16671
H -0.31952 0.53040 1.38383
H 0.05434 -1.19634 1.47873
H 2.18446 -0.75612 0.46774
H 2.98639 1.26613 -0.09996

Forces on atoms 1 to 2 (eV/Å):
-0.03 0.00 0.01
-0.08 -0.28 0.11

2S+1: 1
HOMO energy (eV): -9.9929
ΔE to the lowest compared entry with this formula, charge and spin (kcal per mole): 21.1
Gap between HOMO and LUMO (eV): 10.8
LUMO level (eV): 0.78
Max |F| (Eh/bohr): 0.008
Total energy (hartree): -363.05197

Atom charges from the natural (NBO) analysis, given in e for atoms 1 to 2: -0.6267, 0.0938

What is the ΔE to the lowest compared entry with this formula, charge and spin in the fourth record? 36.5 kcal per mole

Which of these has the highest total energy? C4H11N2O

Copy entry 3 word for word.
Entry from the OMol25 dataset: an isolated ion of composition C4H11N2O and charge +1 in a non-equilibrium geometry (ωB97M-V with the def2-TZVPD basis set).

CARTESIAN COORDINATES (ANGSTROEM)
N 0.24076 -0.53078 2.08150
C -0.62760 0.71070 1.93520
C -0.98713 0.74625 0.36818
C -0.38592 -0.34894 -0.43005
N -0.84742 -0.21986 -1.86363
C 1.22663 -0.36631 -0.60998
O 1.73227 0.06361 -1.57528
H -0.21025 -1.18772 2.56489
H 1.10362 -0.52320 2.61451
H -1.64426 0.87015 2.54544
H 0.04265 1.44215 2.28754
H -2.08022 0.66591 0.33685
H -0.60757 1.76850 0.19757
H -0.76834 -1.19634 0.01316
H -1.43645 0.47267 -2.31522
H 0.03754 -0.13119 -2.47019
H -1.39067 -0.94679 -2.26703
H 1.98651 -0.93876 -0.01041

Forces on atoms 1 to 2 (eV/Å):
0.61 2.36 -1.24
-0.67 -2.24 -0.10

2S+1: 1
HOMO energy (eV): -13.5667
ΔE to the lowest compared entry with this formula, charge and spin (kcal per mole): 91.1
Gap between HOMO and LUMO (eV): 10.1
Net charge: +1
LUMO level (eV): -3.47
Max |F| (Eh/bohr): 0.095
Total energy (hartree): -343.41897

Atom charges from the natural (NBO) analysis, given in e for atoms 1 to 2: -0.8752, -0.2083